ORCA calculation (ωB97M-V with the def2-TZVPD basis set) on C32H16Br2Cl5F3I2N2O3STi as an isolated structure.

Computed properties:
Charge: -1
HOMO energy (spin up / spin down) (eV): -4.09 / -4.10
Multiplicity: 2
Strongest force on any atom (eV/Å): 2.648
Orbital gap (spin up / spin down) (eV): 4.7 / 4.6

Positions of all 67 atoms, in Å:
Ti -0.56 0.55 1.74
Cl 1.69 2.87 1.23
C 1.97 2.01 2.70
C 1.05 1.01 3.05
C 1.21 0.48 4.33
Cl 0.00 -0.63 4.95
C 2.24 0.86 5.19
Cl 2.36 0.18 6.78
C 3.16 1.81 4.78
Cl 4.45 2.29 5.83
C 3.01 2.40 3.53
Cl 4.12 3.62 3.02
Br -6.62 -2.33 2.52
C -4.95 -1.47 2.49
C -4.82 -0.18 2.94
C -3.55 0.39 2.92
N -2.47 -0.27 2.52
C -2.61 -1.52 2.07
C -3.83 -2.15 2.04
C -1.34 -2.19 1.66
C -1.28 -3.43 1.05
C -0.03 -3.98 0.79
Br 0.09 -5.64 -0.08
C 1.11 -3.32 1.16
C 0.96 -2.06 1.73
N -0.23 -1.51 1.95
H -5.67 0.39 3.30
H -3.40 1.40 3.27
H -3.91 -3.16 1.67
H -2.18 -3.95 0.75
H 2.09 -3.74 1.01
H 1.81 -1.48 2.05
C 0.76 0.20 0.24
C 1.10 0.02 -0.97
C 1.38 -0.14 -2.27
C 1.10 -1.43 -2.92
C 1.65 -1.77 -4.16
C 1.36 -2.98 -4.77
C 0.50 -3.89 -4.17
C -0.04 -3.58 -2.93
C 0.27 -2.38 -2.31
C 1.83 1.07 -3.02
C 2.65 2.01 -2.39
C 3.03 3.18 -3.04
C 2.58 3.44 -4.33
C 1.74 2.53 -4.95
C 1.37 1.36 -4.31
H 2.33 -1.08 -4.65
H 1.81 -3.22 -5.73
H 0.25 -4.83 -4.66
H -0.72 -4.27 -2.45
H -0.17 -2.14 -1.35
H 3.00 1.81 -1.39
H 3.66 3.89 -2.53
H 2.86 4.36 -4.83
H 1.35 2.74 -5.94
H 0.68 0.68 -4.79
I -1.30 3.01 3.19
I -2.09 4.75 5.57
F -2.49 4.02 -2.79
C -2.15 3.38 -1.66
F -2.51 4.18 -0.64
F -0.81 3.31 -1.64
S -1.78 0.85 -0.76
O -2.73 2.19 -1.62
O -2.80 -0.16 -0.51
O -1.56 1.65 0.57


ORCA calculation (ωB97M-V with the def2-TZVPD basis set) on C32H21Cl5O5PdS as an isolated structure.

Computed properties:
Charge: -2
HOMO energy (eV): -1.98
Strongest force on any atom (eV/Å): 1.635
Relative energy (zero: lowest compared OMol25 entry of this formula, charge and spin) (kcal/mol): 4.3
Orbital gap (eV): 6.1

Positions of all 65 atoms, in Å:
Pd 0.82 -0.04 0.35
Cl 7.82 0.92 3.18
C 6.11 0.71 3.04
C 5.49 0.69 1.78
Cl 6.47 0.85 0.36
C 4.12 0.55 1.65
Cl 3.38 0.50 0.10
C 3.25 0.41 2.79
O 2.01 0.30 2.70
C 3.94 0.38 4.05
Cl 2.97 0.13 5.46
C 5.31 0.54 4.17
Cl 6.06 0.54 5.73
O -1.04 0.83 -1.44
C -1.24 2.22 -1.45
C 0.21 2.92 -1.31
O 0.29 4.13 -1.57
O 1.11 2.14 -0.92
C -1.99 2.68 -0.21
C -2.11 1.82 0.88
C -2.80 2.21 2.02
C -3.35 3.48 2.10
C -3.20 4.36 1.03
C -2.53 3.96 -0.11
C -2.00 2.57 -2.72
C -2.84 1.59 -3.26
C -3.60 1.84 -4.39
C -3.52 3.07 -5.03
C -2.67 4.04 -4.52
C -1.92 3.80 -3.37
H -0.07 0.71 -1.12
H -1.66 0.83 0.84
H -2.91 1.52 2.85
H -3.90 3.79 2.99
H -3.60 5.36 1.10
H -2.41 4.65 -0.93
H -2.89 0.63 -2.76
H -4.27 1.07 -4.77
H -4.11 3.27 -5.92
H -2.58 5.00 -5.02
H -1.25 4.55 -2.98
O 2.01 -1.73 -1.67
S 0.70 -2.42 -1.63
C 1.08 -4.09 -1.03
C 0.15 -5.11 -1.16
C 0.43 -6.37 -0.65
C 1.63 -6.60 0.00
C 2.56 -5.58 0.13
C 2.30 -4.33 -0.41
C -0.22 -1.96 -0.14
C -1.62 -1.94 -0.30
C -2.43 -1.82 0.81
C -1.86 -1.70 2.08
C -0.50 -1.74 2.26
C 0.38 -1.92 1.15
H -0.80 -4.90 -1.65
H -0.29 -7.17 -0.77
H 1.84 -7.58 0.42
H 3.50 -5.77 0.64
H 3.02 -3.52 -0.36
H -2.04 -2.00 -1.30
H -3.51 -1.81 0.69
H -2.51 -1.55 2.94
H -0.07 -1.66 3.25
H 1.38 -2.28 1.33


ORCA calculation (ωB97M-V with the def2-TZVPD basis set) on C32H22CaN5O4Se2 as an isolated structure.

Computed properties:
Charge: -1
HOMO energy (eV): -4.02
Strongest force on any atom (eV/Å): 3.396
Relative energy (zero: lowest compared OMol25 entry of this formula, charge and spin) (kcal/mol): 9.8
Orbital gap (eV): 6.3

Positions of all 66 atoms, in Å:
Ca 13.27 11.38 10.27
O 13.18 11.88 12.43
C 12.03 12.18 12.89
C 11.55 11.43 14.02
C 10.41 11.69 14.64
C 9.57 12.75 14.28
C 9.88 13.46 13.13
C 11.11 13.25 12.45
C 11.43 14.09 11.30
N 12.34 13.75 10.46
N 12.55 14.60 9.45
C 12.99 14.01 8.36
O 13.35 12.79 8.17
C 13.23 15.03 7.26
C 12.70 16.36 7.15
C 12.67 17.08 5.91
C 13.26 16.52 4.80
C 13.79 15.20 4.86
C 13.85 14.53 6.07
H 12.20 10.61 14.30
H 10.07 11.02 15.44
H 8.65 12.74 14.89
H 9.24 14.30 12.74
H 10.99 15.04 11.15
H 12.20 16.89 7.97
H 12.35 18.13 5.92
H 13.27 17.13 3.88
H 14.10 14.64 3.98
H 14.24 13.54 6.14
Se 15.67 8.94 10.93
Se 17.61 9.97 10.44
C 17.07 11.77 10.46
C 17.82 12.66 9.75
C 17.48 14.05 9.74
C 16.40 14.38 10.55
C 15.68 13.43 11.22
N 15.99 12.17 11.10
C 15.24 8.78 9.03
C 15.41 7.64 8.34
C 15.06 7.67 7.00
C 14.66 8.86 6.37
C 14.54 9.98 7.19
N 14.78 9.90 8.49
H 18.55 12.30 9.03
H 18.05 14.77 9.20
H 16.05 15.42 10.54
H 14.79 13.72 11.82
H 15.86 6.72 8.76
H 15.07 6.73 6.43
H 14.41 8.88 5.30
H 14.19 10.94 6.76
O 11.06 10.61 10.68
C 11.27 9.41 10.83
N 12.45 8.83 10.43
C 12.42 7.51 10.89
O 13.24 6.58 10.60
C 11.10 7.27 11.62
C 10.67 6.15 12.35
C 9.40 6.27 12.95
C 8.77 7.50 13.01
C 9.20 8.60 12.31
C 10.37 8.45 11.58
H 11.33 5.30 12.29
H 9.00 5.42 13.47
H 7.89 7.67 13.56
H 8.65 9.52 12.42


ORCA calculation (ωB97M-V with the def2-TZVPD basis set) on C32H22CoN10O9S3 as an isolated structure.

Computed properties:
HOMO energy (spin up / spin down) (eV): -7.91 / -7.92
Multiplicity: 4
Strongest force on any atom (eV/Å): 4.603
Relative energy (zero: lowest compared OMol25 entry of this formula, charge and spin) (kcal/mol): 0.0
Orbital gap (spin up / spin down) (eV): 6.4 / 6.4

Positions of all 77 atoms, in Å:
Co -0.75 -0.43 2.23
N -0.10 1.95 4.81
C -1.03 1.01 5.07
N -1.12 -0.15 4.42
C -2.24 -0.85 4.76
C -3.01 -0.30 5.72
S -2.42 1.22 6.23
C -2.47 -2.07 4.06
C -3.02 -3.25 4.48
S -2.79 -4.49 3.34
C -1.84 -3.40 2.32
N -1.81 -2.15 2.81
N -1.39 -3.78 1.16
H 0.72 1.67 4.12
H 0.05 2.70 5.42
H -3.95 -0.69 6.15
H -3.59 -3.55 5.36
H -1.42 -4.76 0.89
H -0.76 -3.16 0.70
O 1.83 1.36 3.09
C 2.04 0.25 2.51
O 1.19 -0.65 2.23
C 3.44 0.05 2.04
C 3.78 -0.98 1.15
C 5.13 -1.35 1.13
C 6.14 -0.69 1.81
C 5.73 0.49 2.47
C 4.40 0.85 2.66
N 6.82 1.30 3.04
O 6.56 2.41 3.57
O 7.95 0.88 2.74
N 5.42 -2.45 0.28
O 4.41 -3.07 -0.07
O 6.56 -2.71 -0.09
H 3.05 -1.49 0.53
H 7.22 -0.86 1.71
H 4.12 1.75 3.25
O -3.78 2.26 -1.71
S -3.76 2.86 -0.38
O -4.81 3.75 0.05
N -3.52 1.71 0.81
C -2.32 1.88 1.30
O -1.83 1.19 2.25
C -1.45 2.95 0.68
C -0.09 3.25 0.90
C 0.41 4.41 0.31
C -0.35 5.04 -0.62
C -1.61 4.63 -0.99
C -2.14 3.58 -0.31
H 0.58 2.58 1.52
H 1.43 4.70 0.60
H -0.02 5.89 -1.23
H -2.25 5.12 -1.69
N -0.11 -1.03 -5.03
C -0.66 -1.05 -6.32
C -0.15 -1.16 -7.60
C -0.95 -1.54 -8.68
C -2.32 -1.62 -8.48
C -2.90 -1.41 -7.25
C -2.06 -1.11 -6.14
N -2.36 -1.15 -4.81
C -1.18 -1.06 -4.15
C -1.00 -0.87 -2.71
C 0.25 -1.02 -2.02
C 0.29 -0.84 -0.65
N -0.85 -0.89 0.11
C -2.03 -0.70 -0.51
C -2.10 -0.70 -1.92
H 0.87 -1.05 -4.78
H 0.94 -0.90 -7.72
H -0.46 -1.72 -9.62
H -2.93 -1.76 -9.34
H -3.98 -1.39 -7.12
H 1.19 -1.19 -2.53
H 1.25 -0.92 -0.10
H -2.94 -0.73 0.10
H -3.13 -0.57 -2.31